Molecular formula: C40H120O40
Method: DFT, ωB97M-V with the def2-TZVPD basis set

Structure (ORCA input):
```
! wB97M-V def2-TZVPD RIJCOSX def2/J DEFGRID3
* xyz 0 1
C -19.133 11.504 -10.733
C -20.166 11.071 -9.660
O -21.449 11.046 -10.269
O -19.538 12.760 -11.207
H -19.115 10.718 -11.458
H -18.076 11.648 -10.316
H -20.191 11.861 -8.935
H -19.805 10.155 -9.248
H -21.614 11.803 -10.889
H -19.942 12.641 -12.082
C -30.184 10.683 -7.780
C -28.792 10.802 -7.316
O -27.909 10.884 -8.465
O -30.743 11.647 -8.600
H -30.844 10.542 -6.936
H -30.171 9.644 -8.265
H -28.518 9.890 -6.784
H -28.678 11.663 -6.640
H -27.040 10.618 -8.198
H -30.065 11.836 -9.259
C -27.935 5.043 -13.545
C -28.653 5.894 -14.541
O -28.248 7.210 -14.819
O -28.132 5.467 -12.189
H -26.830 5.035 -13.711
H -28.386 4.094 -13.645
H -29.749 5.855 -14.319
H -28.597 5.371 -15.475
H -28.471 7.681 -14.018
H -27.372 6.014 -11.827
C -21.888 13.360 -4.821
C -22.423 13.435 -3.444
O -23.670 12.803 -3.258
O -21.755 12.029 -5.270
H -20.880 13.848 -4.809
H -22.536 13.933 -5.571
H -22.525 14.508 -3.120
H -21.718 13.080 -2.719
H -24.245 13.229 -3.928
H -22.599 11.521 -5.237
C -25.751 17.260 -9.396
C -25.690 17.624 -10.859
O -24.914 16.690 -11.576
O -24.435 16.908 -8.931
H -26.435 16.464 -9.211
H -25.974 18.110 -8.798
H -25.081 18.567 -10.805
H -26.620 17.885 -11.351
H -25.390 15.862 -11.546
H -24.035 16.359 -9.647
C -19.192 10.509 -4.898
C -18.383 9.410 -5.529
O -18.584 8.202 -4.820
O -19.246 11.573 -5.794
H -18.793 10.887 -3.863
H -20.271 10.219 -4.705
H -17.326 9.702 -5.633
H -18.750 9.186 -6.520
H -18.039 7.556 -5.186
H -20.159 11.813 -5.977
C -27.680 6.511 -7.187
C -27.168 6.223 -8.599
O -26.676 7.418 -9.259
O -28.766 7.409 -7.122
H -26.929 7.002 -6.532
H -28.099 5.554 -6.730
H -27.872 5.707 -9.245
H -26.263 5.621 -8.495
H -27.481 7.856 -9.495
H -29.415 7.055 -7.715
C -22.711 8.704 -2.410
C -21.322 8.626 -1.838
O -20.495 7.727 -2.604
O -23.203 7.344 -2.510
H -22.645 9.223 -3.403
H -23.383 9.302 -1.771
H -21.326 8.171 -0.814
H -20.955 9.609 -1.635
H -19.954 8.113 -3.342
H -22.390 6.895 -2.830
C -17.481 15.469 -10.651
C -17.104 15.128 -9.186
O -17.111 13.724 -8.895
O -18.806 15.341 -10.923
H -16.821 14.763 -11.262
H -17.089 16.417 -11.005
H -17.732 15.701 -8.477
H -16.054 15.457 -9.096
H -17.275 13.716 -7.982
H -19.055 14.456 -11.142
C -20.259 7.780 -11.180
C -20.217 7.839 -12.719
O -20.370 9.160 -13.275
O -21.543 8.141 -10.649
H -19.554 8.445 -10.704
H -20.092 6.778 -10.917
H -20.930 7.166 -13.085
H -19.237 7.401 -13.058
H -20.949 9.689 -12.718
H -21.589 9.094 -10.805
C -26.556 8.414 -3.548
C -27.209 9.211 -4.636
O -26.642 10.508 -4.782
O -25.254 8.101 -4.085
H -27.166 7.515 -3.338
H -26.525 9.076 -2.641
H -28.258 9.331 -4.358
H -27.189 8.680 -5.567
H -25.804 10.417 -5.315
H -24.860 7.554 -3.423
C -22.016 13.959 -13.761
C -22.385 14.433 -12.354
O -23.024 13.354 -11.678
O -21.032 12.890 -13.688
H -21.511 14.767 -14.302
H -22.928 13.582 -14.276
H -22.951 15.357 -12.320
H -21.517 14.738 -11.757
H -23.328 13.696 -10.774
H -21.178 12.198 -14.368
C -30.184 8.062 -11.093
C -29.452 9.316 -11.483
O -28.768 9.037 -12.694
O -29.328 7.168 -10.448
H -30.694 7.599 -11.985
H -30.950 8.208 -10.346
H -28.854 9.710 -10.594
H -30.234 10.034 -11.742
H -27.823 9.398 -12.752
H -28.903 6.555 -11.043
C -24.290 5.520 -11.412
C -23.683 5.246 -10.091
O -23.427 6.405 -9.337
O -25.609 6.197 -11.367
H -24.435 4.621 -11.921
H -23.603 6.186 -11.979
H -22.761 4.633 -10.252
H -24.360 4.557 -9.539
H -22.823 6.981 -9.772
H -25.547 6.827 -10.608
C -23.967 9.515 -12.299
C -25.121 9.057 -13.245
O -26.128 10.124 -13.348
O -23.141 10.460 -12.856
H -23.347 8.591 -12.140
H -24.376 9.847 -11.318
H -25.745 8.248 -12.853
H -24.733 8.949 -14.252
H -26.434 10.102 -14.255
H -23.344 11.358 -12.529
C -17.276 13.948 -4.999
C -18.062 14.958 -4.168
O -18.085 16.238 -4.695
O -17.747 13.885 -6.303
H -17.205 12.994 -4.355
H -16.217 14.326 -5.129
H -17.663 14.954 -3.145
H -19.075 14.440 -4.067
H -18.385 16.228 -5.596
H -18.431 13.158 -6.348
C -23.893 9.970 -7.706
C -23.181 9.085 -6.684
O -23.359 9.662 -5.391
O -25.302 9.695 -7.664
H -23.509 9.669 -8.693
H -23.721 10.990 -7.619
H -22.078 9.018 -6.887
H -23.672 8.124 -6.809
H -24.061 9.183 -4.835
H -25.436 8.835 -8.105
C -26.073 12.337 -10.320
C -26.460 13.743 -9.939
O -26.641 14.568 -11.151
O -26.938 11.918 -11.413
H -26.220 11.544 -9.585
H -25.014 12.356 -10.669
H -25.780 14.149 -9.173
H -27.506 13.762 -9.545
H -26.940 14.015 -11.875
H -26.447 11.398 -12.048
C -26.101 15.353 -6.166
C -26.767 14.108 -5.647
O -26.109 13.458 -4.512
O -24.841 15.031 -6.841
H -25.970 15.970 -5.256
H -26.746 15.896 -6.872
H -26.913 13.413 -6.462
H -27.765 14.426 -5.293
H -26.458 12.582 -4.505
H -24.653 15.860 -7.352
C -21.162 15.669 -8.716
C -21.708 14.222 -8.851
O -23.106 14.101 -9.095
O -21.313 16.475 -9.934
H -20.072 15.454 -8.549
H -21.554 16.307 -7.961
H -21.477 13.712 -7.864
H -21.109 13.795 -9.674
H -23.673 13.975 -8.345
H -20.423 16.463 -10.356
*
```

HOMO energy: -9.7 eV
Total energy: -4605.3554 Ha
F_max: 3.53 eV/Å
E_LUMO: 0.204 eV
M: 1241.4 g/mol

Results of the Mulliken charge analysis, in e, for atoms 1 through 99:
1 C -1.028
2 C -0.071
3 O 1.872
4 O -0.676
5 H 0.397
6 H 0.277
7 H -0.296
8 H 0.590
9 H -0.968
10 H -0.046
11 C -0.584
12 C 0.647
13 O 0.399
14 O -0.669
15 H 0.486
16 H -0.023
17 H -0.496
18 H 0.076
19 H -0.289
20 H 0.381
21 C -0.291
22 C -0.560
23 O -0.501
24 O -0.674
25 H 0.128
26 H 0.395
27 H 0.293
28 H 0.455
29 H 0.384
30 H 0.411
31 C 0.905
32 C -0.966
33 O -0.444
34 O 0.536
35 H -0.659
36 H 0.052
37 H 0.378
38 H 0.468
39 H 0.322
40 H -0.421
41 C -0.142
42 C -0.621
43 O -0.508
44 O -0.689
45 H -0.204
46 H 0.586
47 H 0.290
48 H 0.403
49 H 0.454
50 H 0.091
51 C 0.592
52 C -0.377
53 O -0.522
54 O -0.422
55 H 0.230
56 H -0.548
57 H 0.315
58 H 0.062
59 H 0.270
60 H 0.134
61 C 0.021
62 C -0.707
63 O 0.700
64 O -0.515
65 H -0.242
66 H 0.362
67 H 0.470
68 H 0.077
69 H -0.431
70 H 0.262
71 C 1.002
72 C -0.691
73 O -0.611
74 O -0.661
75 H -0.631
76 H 0.343
77 H 0.351
78 H 0.333
79 H 0.316
80 H 0.368
81 C -0.784
82 C -0.018
83 O -0.440
84 O -0.364
85 H 0.256
86 H 0.449
87 H 0.029
88 H 0.368
89 H 0.508
90 H 0.364
91 C -0.383
92 C -0.529
93 O -0.525
94 O -0.214
95 H 0.102
96 H 0.558
97 H 0.326
98 H 0.450
99 H 0.051